Entry 1:
70
Properties=species:S:1:pos:R:3:lowdin_spin:R:1 method="wB97M-V/def2-TZVPD" spin_multiplicity=6 charge=0 e_homo_ev="-4.70 / -7.69" de_lowest_kj_mol=168.8 e_tot_ev=-125179.5815 homo_lumo_gap_ev="5.14 / 8.13"
Fe -0.1378 -0.3857 0.2608 3.73
C -2.1492 -1.5028 2.3007 0.00
N -2.0331 -1.7177 0.8532 0.04
C -3.2755 -1.2106 0.2537 0.00
C -3.4216 -1.3011 -1.2641 0.00
C -2.2089 -0.8120 -2.0627 0.01
N -1.5647 0.2607 -1.3367 0.04
C -1.6710 1.4553 -1.7596 0.00
C -1.2618 2.6205 -1.0008 0.00
C -1.3726 3.8769 -1.6093 0.00
C -1.0874 5.0395 -0.9303 0.00
C -0.6881 4.9482 0.4051 0.00
C -0.5722 3.7272 1.0308 0.00
C -0.8477 2.5169 0.3562 0.01
O -0.7580 1.3758 0.9937 0.06
C -1.7936 -3.1377 0.5653 0.00
C -0.3423 -3.5237 0.8109 0.00
C 0.5528 -3.3331 -0.4030 0.03
N 0.6868 -1.9500 -0.8536 0.27
C 0.8354 -1.8416 -2.1912 0.26
C 1.2252 -0.7461 -2.9855 0.06
C 1.0728 -0.8804 -4.4021 0.10
C 1.5085 0.0580 -5.3007 0.01
C 2.1507 1.2127 -4.8491 0.15
C 2.3021 1.3927 -3.4785 0.00
C 1.8258 0.4722 -2.5669 0.10
O 2.0090 0.6644 -1.1853 0.04
H -3.0832 -1.9377 2.6848 0.00
H -2.1424 -0.4317 2.5091 0.00
H -1.3086 -1.9608 2.8139 0.00
H -3.3381 -0.1616 0.5487 0.00
H -4.1349 -1.7296 0.7060 0.00
H -4.2894 -0.6805 -1.5037 0.00
H -3.6667 -2.3171 -1.5813 0.00
H -2.5201 -0.5041 -3.0680 0.00
H -1.4873 -1.6187 -2.1722 0.00
H -2.1544 1.6486 -2.7258 0.00
H -1.6994 3.9191 -2.6433 0.00
H -1.1771 6.0014 -1.4163 0.00
H -0.4595 5.8511 0.9593 0.00
H -0.2674 3.6658 2.0680 0.00
H -2.0452 -3.3156 -0.4823 0.00
H -2.4694 -3.7598 1.1714 0.00
H -0.2829 -4.5696 1.1225 0.00
H 0.0568 -2.9239 1.6280 0.00
H 0.1557 -3.9448 -1.2271 0.00
H 1.5414 -3.7487 -0.1624 0.01
H 0.6080 -2.7337 -2.7791 0.02
H 0.5892 -1.7809 -4.7633 0.00
H 1.3619 -0.1062 -6.3610 0.00
H 2.5289 1.9554 -5.5372 0.01
H 2.8129 2.2820 -3.1332 0.00
C 3.2876 -0.2191 3.3868 0.00
P 1.4854 -0.3156 3.4153 0.00
C 0.8149 1.3165 3.7992 0.00
C 1.1224 -1.3591 4.8402 0.00
O 0.9125 -0.9178 2.1643 0.03
H 3.6493 0.5341 4.0868 0.00
H 3.6208 0.0285 2.3813 0.00
H 3.6948 -1.1917 3.6635 0.00
H 1.6035 2.0664 3.8519 0.00
H 0.2819 1.2933 4.7495 0.00
H 0.1285 1.5779 2.9895 0.00
H 1.5971 -0.9670 5.7406 0.00
H 1.4990 -2.3625 4.6405 0.00
H 0.0443 -1.4100 4.9941 0.00
Cl 4.9937 1.0184 -1.1324 0.00
Si 3.1492 1.6116 -0.5168 0.00
Cl 2.9764 3.6004 -0.8416 0.00
Cl 3.0263 1.3187 1.4811 0.00

Entry 2:
64
Properties=species:S:1:pos:R:3:nbo_charge:R:1 method="wB97M-V/def2-TZVPD" charge=0 e_homo_ev=-8.04 de_lowest_kj_mol=363.3 e_tot_ev=-36608.9980 smiles=COc1cc(CN2CCN(CCCc3ccccc3)[C@H](CCO)C2)cc(OC)c1O homo_lumo_gap_ev=8.67
C 2.1507 -0.2802 -5.6145 -0.25
O 1.0860 0.6124 -5.4113 -0.54
C 0.1253 0.2778 -4.4762 0.32
C 0.1273 -0.8738 -3.7143 -0.34
C -0.9016 -1.1017 -2.8051 -0.03
C -0.8725 -2.3219 -1.9165 -0.22
N -0.2182 -2.1233 -0.6297 -0.45
C 1.1723 -1.7305 -0.7359 -0.23
C 1.8231 -1.7567 0.6453 -0.22
N 1.0850 -0.9123 1.5618 -0.47
C 1.7506 -0.7194 2.8348 -0.22
C 2.8333 0.3607 2.7465 -0.39
C 2.2731 1.6829 2.2102 -0.43
C 1.2001 2.2348 3.1041 -0.02
C -0.1303 2.2280 2.7065 -0.23
C -1.1222 2.7040 3.5462 -0.19
C -0.7953 3.1982 4.7971 -0.23
C 0.5293 3.2192 5.2000 -0.22
C 1.5179 2.7412 4.3589 -0.18
C -0.3153 -1.2950 1.6491 -0.02
C -0.5578 -2.6946 2.2504 -0.47
C -2.0082 -2.9393 2.6672 -0.05
O -2.8959 -3.0997 1.5863 -0.72
C -0.9093 -1.1922 0.2419 -0.24
C -1.9104 -0.1671 -2.6859 -0.26
C -1.9309 1.0055 -3.4451 0.27
O -2.9979 1.8131 -3.1984 -0.49
C -3.1629 3.0173 -3.9142 -0.24
C -0.8958 1.2346 -4.3522 0.16
O -0.8301 2.3562 -5.1410 -0.68
H 1.7956 -1.2527 -5.9696 0.18
H 2.7762 0.1767 -6.3802 0.20
H 2.7381 -0.4174 -4.7011 0.18
H 0.9128 -1.6044 -3.8199 0.21
H -0.3432 -3.1354 -2.4231 0.20
H -1.8945 -2.6493 -1.7086 0.20
H 1.2753 -0.7152 -1.1565 0.18
H 1.6903 -2.4353 -1.3919 0.20
H 1.8883 -2.7990 1.0026 0.17
H 2.8413 -1.3700 0.5606 0.20
H 2.2078 -1.6514 3.2111 0.17
H 1.0022 -0.3939 3.5614 0.21
H 3.2496 0.5091 3.7448 0.20
H 3.6422 0.0276 2.0940 0.20
H 1.8634 1.5028 1.2163 0.23
H 3.0906 2.4039 2.1285 0.21
H -0.3885 1.8454 1.7300 0.22
H -2.1532 2.6891 3.2229 0.21
H -1.5682 3.5691 5.4543 0.21
H 0.7922 3.6102 6.1726 0.21
H 2.5506 2.7647 4.6782 0.20
H -0.8087 -0.5539 2.2890 0.21
H -0.2692 -3.4490 1.5151 0.21
H 0.0702 -2.8109 3.1360 0.21
H -2.0474 -3.8321 3.3115 0.16
H -2.3921 -2.0902 3.2386 0.17
H -2.5270 -3.7629 0.9912 0.46
H -0.8056 -0.1528 -0.1106 0.18
H -1.9680 -1.4483 0.2754 0.23
H -2.7279 -0.3197 -1.9998 0.22
H -4.0863 3.4519 -3.5325 0.19
H -3.2596 2.8380 -4.9869 0.18
H -2.3349 3.7072 -3.7395 0.18
H -0.0318 2.2699 -5.6800 0.50

Entry 3:
66
Properties=species:S:1:pos:R:3:nbo_charge:R:1 method="wB97M-V/def2-TZVPD" charge=0 e_homo_ev=-6.96 de_lowest_kj_mol=2396.9 e_tot_ev=-48354.1821 homo_lumo_gap_ev=7.50
C 5.9134 5.3925 3.6239 -0.60
C 5.0169 4.5258 4.5282 -0.44
H 5.5511 4.5277 5.4123 0.22
H 4.0555 5.0204 4.6991 0.19
C 4.8437 3.3018 4.1433 -0.15
N 4.3457 3.0933 2.9359 -0.49
C 4.7148 1.8400 2.2849 -0.18
H 5.6998 1.7961 2.0944 0.20
C 4.3387 2.1426 0.5342 -0.37
C 4.6973 0.8079 -0.2009 -0.52
H 5.9925 0.6434 -0.2598 0.16
H 4.3228 0.0568 0.0555 0.15
H 4.3335 1.0511 -1.1919 0.20
H 4.9025 2.8716 0.1513 0.18
H 3.1991 2.2977 0.4037 0.18
H 4.2111 0.9528 2.5756 0.18
C 2.8102 3.2943 3.0664 -0.22
H 2.6363 3.4026 4.0702 0.19
C 2.4642 4.5526 2.0051 -0.40
H 2.8347 5.4051 2.7795 0.21
H 3.0655 4.7423 1.2092 0.23
C 1.2135 4.5426 1.8670 -0.26
N 0.7827 3.4908 0.8236 -0.64
C 0.0387 2.4042 1.2676 0.67
O -0.7472 2.5739 1.9807 -0.53
C -0.2345 1.3894 0.1243 -0.23
C -1.2116 0.4503 0.3136 -0.14
C -0.8594 -0.4917 -1.0713 -0.07
C 0.2480 -0.0883 -1.6003 -0.23
N 0.2749 -0.9952 -2.6789 -0.08
N -0.6275 -1.8585 -2.7647 -0.22
C -1.4576 -1.5082 -1.6059 0.04
C -2.5182 -2.5145 -1.2595 -0.02
C -3.2890 -2.2832 0.0701 -0.18
C -4.3034 -3.1316 0.3072 -0.17
C -4.6046 -4.2313 -0.8094 0.32
C -4.1062 -4.1830 -1.9713 0.12
C -2.8088 -3.6528 -2.0090 -0.25
H -2.3386 -3.5457 -3.0662 0.23
O -4.2329 -5.2798 -2.7595 -0.50
C -3.7616 -5.5680 -3.8478 -0.17
H -3.5467 -4.6017 -4.4580 0.12
H -2.6321 -5.6254 -3.7125 0.14
H -4.2735 -6.1901 -4.3396 0.17
O -5.7151 -4.7430 -0.2667 -0.52
C -6.5370 -5.9330 -1.0253 -0.25
H -6.8613 -5.5132 -1.8801 0.18
H -7.3854 -6.3057 -0.3333 0.21
H -5.7125 -6.6323 -1.3543 0.21
H -4.6866 -3.0357 1.1863 0.20
H -2.9277 -1.5903 0.6268 0.18
C 1.2425 -0.9222 -3.8582 -0.44
H 1.0617 -0.0755 -4.5369 0.23
H 0.9891 -1.8902 -4.3370 0.24
H 2.1994 -1.1810 -3.3112 0.22
S 1.0803 1.1574 -1.1555 0.40
H -1.9002 0.4286 0.9564 0.20
H 1.2789 3.5535 0.0647 0.36
H 0.4543 4.3572 2.6379 0.23
H 0.7484 5.2558 1.5004 0.20
H 2.2259 2.5090 2.5101 0.20
H 6.0542 2.7008 3.9826 0.12
H 4.4978 2.5706 4.8155 0.17
H 7.0701 5.1767 3.6651 0.22
H 5.8420 6.5054 4.0148 0.20
H 5.4071 5.3789 2.6739 0.22

Entry 4:
66
Properties=species:S:1:pos:R:3:nbo_charge:R:1 method="wB97M-V/def2-TZVPD" charge=0 e_homo_ev=-8.03 de_lowest_kj_mol=61.1 e_tot_ev=-39591.1125 smiles="CC[C@H](C)[C@H](NC(C)=O)C(=O)NC.Oc1cccc(-c2cccc(N3CCOCC3)n2)c1" homo_lumo_gap_ev=8.30
C -0.5982 -2.6200 -1.5213 -0.60
C -1.1985 -2.6049 -0.1118 -0.40
C -1.8108 -1.2294 0.2526 -0.20
C -0.6803 -0.3018 0.7399 -0.63
C -2.9587 -1.3393 1.2906 -0.12
N -4.0747 -2.1260 0.7344 -0.61
C -4.4842 -3.3467 1.0803 0.67
C -3.8055 -4.0841 2.2191 -0.72
O -5.4115 -3.8789 0.4918 -0.63
C -3.4943 0.0494 1.6935 0.67
O -4.1876 0.6890 0.9105 -0.63
N -3.1991 0.5808 2.8856 -0.61
C -2.4235 -0.0154 3.9746 -0.42
H 0.1504 -1.8383 -1.6238 0.21
H -0.1322 -3.5878 -1.7076 0.21
H -1.3850 -2.4578 -2.2591 0.20
H -0.4309 -2.8770 0.6145 0.20
H -1.9601 -3.3814 -0.0962 0.20
H -2.2354 -0.7911 -0.6530 0.21
H -1.0631 0.6988 0.9334 0.21
H -0.2234 -0.7025 1.6436 0.19
H 0.0871 -0.2132 -0.0297 0.24
H -2.5626 -1.8307 2.1748 0.21
H -4.6206 -1.6794 0.0108 0.43
H -4.2551 -5.0722 2.3086 0.25
H -3.9559 -3.5342 3.1457 0.22
H -2.7441 -4.1921 2.0084 0.22
H -3.5945 1.4968 3.0382 0.41
H -1.4127 -0.2508 3.6387 0.20
H -2.9092 -0.9259 4.3317 0.20
H -2.3577 0.6901 4.8050 0.22
O 3.1538 -2.7338 1.3556 -0.68
C 3.0431 -2.4930 0.0167 0.38
C 3.0605 -3.5575 -0.8791 -0.30
C 2.9520 -3.3208 -2.2507 -0.19
C 2.8203 -2.0117 -2.7265 -0.22
C 2.7968 -0.9145 -1.8385 -0.05
C 2.6145 0.4829 -2.3049 0.21
C 2.8820 0.8557 -3.6315 -0.28
C 2.6676 2.1634 -4.0466 -0.15
C 2.1958 3.0702 -3.1065 -0.31
C 1.9649 2.6648 -1.7847 0.41
N 1.5141 3.5523 -0.7913 -0.43
C 0.8231 3.0161 0.4114 -0.24
C 0.9469 3.9676 1.6072 -0.07
O 0.5406 5.2987 1.2549 -0.53
C 1.3619 5.8416 0.2102 -0.07
C 1.2881 4.9941 -1.0687 -0.24
N 2.1750 1.3952 -1.4203 -0.50
C 2.9138 -1.1872 -0.4600 -0.30
H 3.2634 -1.8960 1.8312 0.48
H 3.1609 -4.5699 -0.5008 0.22
H 2.9622 -4.1562 -2.9451 0.22
H 2.7095 -1.8741 -3.7965 0.21
H 3.2646 0.1370 -4.3446 0.21
H 2.8599 2.4679 -5.0723 0.22
H 2.0088 4.0858 -3.4243 0.21
H 1.2340 2.0509 0.7220 0.23
H -0.2357 2.8672 0.1767 0.19
H 1.9839 3.9749 1.9585 0.17
H 0.3213 3.6017 2.4265 0.20
H 1.0367 6.8622 -0.0127 0.20
H 2.4018 5.8928 0.5492 0.17
H 0.3051 5.1243 -1.5336 0.19
H 2.0452 5.3881 -1.7525 0.21
H 2.8958 -0.3649 0.2476 0.22

Question: Which value of charge does entry 1 give?
Answer: 0

Question: Which value of charge does entry 2 give?
Answer: 0